Record 1
Formula: C11H14N2O
Source: the Open Molecules 2025 dataset
Level of theory: ωB97M-V with the def2-TZVPD basis set

The geometry in XYZ format:
```
28
Properties=species:S:1:pos:R:3
C 1.42107 -2.05576 -0.88465
C -1.38096 0.24982 -0.92042
C -0.78173 -0.98883 -0.54019
C 0.42980 -1.04644 -1.34802
C 0.45940 0.02097 -2.31045
C -2.58727 0.80069 -0.38720
C -3.13446 0.06757 0.53220
C -1.33658 -1.63541 0.60533
C -2.51502 -1.14061 0.99169
N -0.61507 0.78066 -1.95245
H -0.88972 1.86942 -2.39396
H -3.03947 1.68504 -0.62855
H 1.10999 0.10590 -3.15348
H -4.06517 0.53715 1.15284
H -0.79456 -2.48154 0.95317
H 1.61459 -1.89549 0.14066
H 2.43121 -1.78344 -1.39906
H -2.92001 -1.52281 1.94524
H 1.15795 -3.06766 -1.16822
C 2.71226 1.13003 0.77528
C 1.26690 1.51245 0.84420
O 0.65291 2.20495 0.09449
N 0.77112 1.19352 2.06358
H -0.23854 1.50955 2.11779
H 1.07438 0.67091 2.72733
H 2.75074 0.03784 0.57780
H 3.26835 1.61300 1.63990
H 3.17792 1.62851 -0.07483
```

Values from the calculation:
- ΔE to the lowest compared entry with this formula, charge and spin (kJ/mol) = 309.1
- electronic energy (Ha) = -612.233010
- orbital gap (eV) = 8.441
- E_LUMO (Ha) = 0.0318
- strongest force on any atom (hartree/bohr) = 0.1785
- SMILES = Cc1c[nH]c2ccccc12.CC(N)=O

---

Record 2
Formula: C11H14N2O
Source: the Open Molecules 2025 dataset
Level of theory: ωB97M-V with the def2-TZVPD basis set

The geometry in XYZ format:
```
28
Properties=species:S:1:pos:R:3
C -0.66373 -3.93833 -1.25678
C 0.59841 -2.17928 1.48500
C -0.53665 -3.13684 -0.05198
C -1.35661 -2.10128 0.54476
N 0.65326 -3.23281 0.69599
N -0.68188 -1.62778 1.57925
H 1.33029 -1.78127 2.17897
H -0.91565 -0.71391 1.96746
H -2.41761 -1.90613 0.38306
H -1.23453 -4.89823 -1.14031
H 0.34282 -4.18185 -1.62566
H -1.13413 -3.34755 -2.08559
C 0.97493 2.73573 -2.44117
C -0.02108 1.62426 1.49944
C 1.14264 1.00030 1.03651
C -0.92865 2.37664 0.74958
C 1.46386 1.32540 -0.26704
C -0.38754 2.81064 -0.46840
C 0.81117 2.30569 -0.99414
O -0.49313 1.20817 2.74065
H 1.74462 0.22528 1.46545
H -0.85173 1.91922 3.28871
H -1.94299 2.56007 0.99193
H 2.20331 0.69319 -0.79327
H -0.98092 3.55723 -1.00091
H 0.79189 2.04440 -3.22034
H 2.03339 2.93566 -2.57014
H 0.45623 3.72337 -2.69105
```

Values from the calculation:
- ΔE to the lowest compared entry with this formula, charge and spin (kJ/mol) = 232.0
- multiplicity = 2
- electronic energy (Ha) = -611.974943
- <S²> = 0.76
- total charge = +1
- orbital gap (alpha / beta) (eV) = 8.217 / 4.455
- E_LUMO (alpha / beta) (Ha) = -0.1325 / -0.2705
- strongest force on any atom (hartree/bohr) = 0.0690